Formula: C9H10OS
Source: OMol25
Level of theory: ωB97M-V/def2-TZVPD

Calculated values
Energy above the lowest of the compared OMol25 structures with the same formula, charge and spin ... 0.0 kcal per mole

The geometry in ORCA input format:
```
! RIJCOSX wB97M-V def2-TZVPD def2/J DEFGRID3
* xyz 0 3
C -2.80 -1.20 -0.38
C -2.06 -0.72 -1.47
C -2.18 -1.71 0.76
C -0.73 -0.60 -1.36
C -0.78 -1.86 0.72
C -0.09 -1.14 -0.23
C 1.09 0.89 1.33
C 1.35 -1.06 -0.30
C 1.89 1.64 0.62
O 3.14 1.49 0.34
S 2.40 -2.00 0.61
H -3.91 -1.36 -0.51
H -2.55 -0.47 -2.49
H -2.68 -1.94 1.66
H -0.14 -0.31 -2.16
H -0.24 -2.40 1.54
H 1.36 0.35 2.23
H 0.00 0.96 1.32
H 1.94 -0.58 -1.11
H 1.34 2.21 -0.17
H 3.53 0.82 0.95
*
```

---

Formula: C9H10Si
Source: OMol25
Level of theory: ωB97M-V/def2-TZVPD

Calculated values
SMILES string ... C#C[Si](=C=C)C#C.C=CC
Energy above the lowest of the compared OMol25 structures with the same formula, charge and spin ... 143.4 kcal per mole

The geometry in ORCA input format:
```
! RIJCOSX wB97M-V def2-TZVPD def2/J DEFGRID3
* xyz 0 1
C 1.21 2.18 -1.67
C 0.91 1.01 -1.50
Si 0.87 -0.76 -1.76
C 1.62 -2.14 -0.99
C 1.56 -3.30 -0.41
C -0.15 -0.93 -3.28
C -0.77 -1.18 -4.27
H 1.45 3.22 -1.71
H 2.36 -4.05 -0.45
H 0.78 -3.66 0.28
H -1.33 -1.05 -5.18
C -0.13 2.03 1.53
C -0.47 1.33 2.60
C -1.86 0.59 2.78
H 0.92 2.33 1.72
H -0.76 2.17 0.71
H 0.19 1.00 3.33
H -1.59 -0.47 2.77
H -2.43 0.93 3.70
H -2.39 0.75 1.81
*
```

---

Formula: C9H11AlF6N4O2PS2
Source: OMol25
Level of theory: ωB97M-V/def2-TZVPD

Calculated values
Energy above the lowest of the compared OMol25 structures with the same formula, charge and spin ... 0.0 kcal per mole

The geometry in ORCA input format:
```
! RIJCOSX wB97M-V def2-TZVPD def2/J DEFGRID3
* xyz 2 2
Al 0.19 -0.08 0.02
N 2.20 -0.36 0.22
N 2.46 0.06 1.57
C 1.33 -0.01 2.43
O 1.46 -0.01 3.62
O 0.18 -0.05 1.76
H 2.33 -1.37 0.11
H 2.87 0.10 -0.39
H 3.30 -0.33 1.97
C -2.85 -2.01 0.20
C -2.86 -0.55 -0.01
N -1.83 0.24 -0.13
C -2.20 1.56 -0.29
C -3.58 1.76 -0.29
S -4.39 0.32 -0.10
C -1.14 2.47 -0.43
C -1.18 3.86 -0.53
S 0.37 4.49 -0.59
C 1.05 2.90 -0.50
N 0.15 1.95 -0.43
C 2.53 2.74 -0.51
H -1.84 -2.38 0.34
H -3.30 -2.50 -0.66
H -3.46 -2.26 1.08
H -4.11 2.70 -0.40
H -2.06 4.49 -0.54
H 3.03 3.70 -0.55
H 2.83 2.16 -1.38
H 2.84 2.23 0.41
F 0.08 -1.44 -0.97
P 0.92 -4.04 -0.86
F -0.36 -4.16 -1.75
F 1.40 -5.48 -0.76
F -0.04 -3.93 0.39
F 1.70 -3.49 -2.10
F 2.01 -3.29 0.05
*
```

---

Formula: C9H11BClNO
Source: OMol25
Level of theory: ωB97M-V/def2-TZVPD

Calculated values
Energy above the lowest of the compared OMol25 structures with the same formula, charge and spin ... 74.5 kcal per mole

The geometry in ORCA input format:
```
! RIJCOSX wB97M-V def2-TZVPD def2/J DEFGRID3
* xyz 0 1
B 3.47 0.00 -0.37
C -1.59 1.02 0.07
C 0.63 -0.39 0.85
C -0.37 1.74 0.25
C -1.73 -0.34 0.17
C 0.78 0.97 0.58
C -0.63 -1.04 0.67
C 3.15 1.05 0.71
C 2.91 -0.08 -1.69
C -3.02 -1.01 -0.09
N 1.97 1.64 0.89
O -0.70 -2.39 0.87
Cl 5.07 -0.85 0.10
H -2.38 1.73 -0.36
H 1.50 -0.99 1.08
H 3.91 1.17 1.47
H 2.16 0.43 -2.13
H 3.45 -0.55 -2.51
H -0.31 2.79 -0.10
H -3.56 -0.56 -1.03
H -2.89 -2.10 -0.08
H -3.74 -0.92 0.88
H 1.78 2.49 1.48
H 0.17 -2.70 1.07
*
```

---

Formula: C9H11BO5S
Source: OMol25
Level of theory: ωB97M-V/def2-TZVPD

Calculated values
SMILES string ... O=C1C=C(CCO)C(=O)C(CB(O)O)=C1S
Energy ... -31261.80822 eV

The geometry in ORCA input format:
```
! RIJCOSX wB97M-V def2-TZVPD def2/J DEFGRID3
* xyz 0 1
O 2.57 1.96 -0.21
C 1.51 1.41 -0.02
C 0.28 1.77 -0.77
C -0.60 0.81 -1.06
C -1.86 1.02 -1.84
C -2.75 2.12 -1.26
O -2.46 3.37 -1.87
C -0.27 -0.58 -0.61
O -0.64 -1.54 -1.24
C 0.53 -0.72 0.65
C 0.32 -1.97 1.45
B 1.53 -2.97 1.26
O 1.80 -3.55 0.02
O 2.28 -3.30 2.34
C 1.37 0.28 0.95
S 2.43 0.32 2.36
H 0.16 2.79 -1.10
H -1.59 1.32 -2.85
H -2.43 0.09 -1.88
H -3.80 1.87 -1.44
H -2.61 2.18 -0.18
H -2.31 4.04 -1.19
H -0.58 -2.47 1.07
H 0.16 -1.73 2.50
H 2.55 -3.12 -0.42
H 2.95 -3.96 2.12
H 1.46 0.56 3.26
*
```

---

Formula: C9H11BeCl4CsFO6PS
Source: OMol25
Level of theory: ωB97M-V/def2-TZVPD

Calculated values
Energy ... -95658.95263 eV

The geometry in ORCA input format:
```
! RIJCOSX wB97M-V def2-TZVPD def2/J DEFGRID3
* xyz 0 1
O 1.49 4.91 3.19
C 0.60 4.03 2.71
C -0.71 4.40 1.78
C -1.28 3.28 0.97
P -3.10 3.16 0.35
O -3.64 1.59 1.01
Cl -4.25 4.70 1.30
C -0.24 2.02 0.59
O -0.22 1.48 -0.65
C 0.70 1.47 1.85
C 0.85 2.40 3.04
F 1.20 1.87 4.38
H -1.26 5.43 1.78
H -3.75 1.80 2.00
H 1.23 0.43 1.85
O 0.54 -2.50 0.08
S 0.57 -3.55 -0.91
O 1.77 -3.88 -1.64
O -0.64 -3.31 -1.97
C -0.71 -2.07 -2.65
C 0.34 -1.97 -3.74
C -0.06 -5.04 -0.18
H -0.63 -1.23 -1.94
H -1.71 -2.00 -3.11
H 1.34 -1.95 -3.32
H 0.20 -1.05 -4.33
H 0.28 -2.83 -4.41
H -0.99 -4.82 0.35
H 0.68 -5.42 0.52
H -0.23 -5.78 -0.97
Cl 0.05 0.89 -2.33
Cs 1.55 4.21 5.38
Cl 2.15 -1.42 -2.01
Be 3.05 1.46 0.56
Cl 4.85 -0.69 0.48
*
```

---

Formula: C9H11Cl3O6
Source: OMol25
Level of theory: ωB97M-V/def2-TZVPD

Calculated values
SMILES string ... O=C(O)CCOC(=O)[C@@H]1CCO[C@@H](C(Cl)(Cl)Cl)O1
Energy ... -59362.33170 eV

The geometry in ORCA input format:
```
! RIJCOSX wB97M-V def2-TZVPD def2/J DEFGRID3
* xyz 0 1
O 5.20 0.62 -0.72
C 4.63 -0.47 -0.86
O 5.18 -1.59 -1.33
C 3.21 -0.59 -0.25
C 2.70 0.77 0.32
O 1.48 0.67 1.07
C 0.30 0.54 0.36
O 0.21 0.19 -0.84
C -0.99 0.68 1.09
C -1.50 -0.65 1.70
C -2.35 -1.42 0.74
O -3.40 -0.50 0.35
C -2.87 0.52 -0.46
C -3.98 1.11 -1.34
Cl -3.21 2.41 -2.35
Cl -4.73 -0.25 -2.15
Cl -5.10 1.93 -0.26
O -2.06 1.35 0.36
H 6.07 -1.40 -1.63
H 3.11 -1.36 0.52
H 2.51 -0.94 -1.10
H 3.38 1.30 0.95
H 2.56 1.37 -0.61
H -0.83 1.33 2.03
H -0.68 -1.25 2.03
H -2.04 -0.38 2.60
H -2.74 -2.35 1.27
H -1.86 -1.69 -0.22
H -2.20 0.07 -1.28
*
```

---

Formula: C9H11ClN3O
Source: OMol25
Level of theory: ωB97M-V/def2-TZVPD

Calculated values
Energy above the lowest of the compared OMol25 structures with the same formula, charge and spin ... 0.0 kcal per mole

The geometry in ORCA input format:
```
! RIJCOSX wB97M-V def2-TZVPD def2/J DEFGRID3
* xyz 1 3
C -1.41 0.82 0.82
C -2.79 1.00 0.84
C -1.85 -0.94 -0.75
C -0.85 -0.12 -0.11
C -3.63 0.31 0.04
C 1.37 -1.85 0.12
C 2.68 -0.03 -0.20
C 1.39 0.70 0.18
C 1.28 2.04 -0.48
N -3.11 -0.61 -0.73
N 0.43 -0.19 -0.42
N 1.02 -3.06 0.29
O 2.57 -1.38 0.21
Cl -5.31 0.54 -0.07
H -0.83 1.58 1.40
H -2.97 1.58 1.69
H -1.42 -1.59 -1.53
H 2.83 0.06 -1.27
H 3.53 0.31 0.32
H 1.47 0.78 1.26
H 1.39 2.07 -1.63
H 2.02 2.78 0.04
H 0.27 2.39 -0.50
H 0.16 -3.39 0.01
H 1.74 -3.78 0.48
*
```

---

Formula: C9H11ClO3PS
Source: OMol25
Level of theory: ωB97M-V/def2-TZVPD

Calculated values
SMILES string ... CCO[P@@](=O)([O-])[C@H](Cl)Sc1ccccc1
Energy above the lowest of the compared OMol25 structures with the same formula, charge and spin ... 0.0 kcal per mole

The geometry in ORCA input format:
```
! RIJCOSX wB97M-V def2-TZVPD def2/J DEFGRID3
* xyz -1 1
C 2.46 -3.06 3.11
C 1.68 -1.98 2.41
O 2.60 -1.12 1.73
P 2.05 0.42 1.55
O 1.20 0.68 2.71
O 3.22 1.20 1.03
C 0.85 0.10 -0.03
Cl 1.75 -0.82 -1.28
S 0.39 1.78 -0.42
C -1.12 1.60 -1.44
C -1.41 0.41 -2.05
C -2.55 0.35 -2.82
C -3.34 1.48 -3.01
C -3.09 2.68 -2.33
C -1.89 2.74 -1.59
H 3.27 -3.51 2.47
H 3.02 -2.47 3.80
H 1.62 -3.74 3.55
H 1.04 -1.55 3.08
H 1.23 -2.44 1.58
H -0.22 -0.40 0.24
H -0.78 -0.36 -1.95
H -2.74 -0.52 -3.27
H -4.14 1.49 -3.58
H -3.61 3.56 -2.41
H -1.49 3.50 -1.07
*
```

---

Formula: C9H11F3HgSi
Source: OMol25
Level of theory: ωB97M-V/def2-TZVPD

Calculated values
Energy above the lowest of the compared OMol25 structures with the same formula, charge and spin ... 18.3 kcal per mole

The geometry in ORCA input format:
```
! RIJCOSX wB97M-V def2-TZVPD def2/J DEFGRID3
* xyz -1 2
Hg 0.05 0.20 -0.71
C 0.88 0.73 3.62
Si -0.24 1.33 2.22
C 0.19 3.17 2.03
C -2.03 1.27 2.84
C -3.07 1.71 2.01
C -4.40 1.54 2.35
C -4.74 0.92 3.55
C -3.72 0.48 4.39
C -2.39 0.65 4.04
H 0.80 1.37 4.51
H 1.92 0.74 3.30
H 0.64 -0.30 3.92
H 0.14 3.68 3.00
H -0.50 3.68 1.35
H 1.20 3.30 1.63
H -2.83 2.18 1.06
H -5.18 1.88 1.68
H -5.77 0.78 3.83
H -3.97 -0.02 5.33
H -1.62 0.30 4.71
F 0.09 -2.91 -2.33
C 0.35 -1.65 -2.87
F 1.61 -1.83 -3.44
F -0.48 -1.63 -3.99
*
```

---

Formula: C9H11IN3OS
Source: OMol25
Level of theory: ωB97M-V/def2-TZVPD

Calculated values
Energy above the lowest of the compared OMol25 structures with the same formula, charge and spin ... 66.7 kcal per mole

The geometry in ORCA input format:
```
! RIJCOSX wB97M-V def2-TZVPD def2/J DEFGRID3
* xyz 1 1
C 0.34 -0.52 -4.20
C -0.63 0.02 -3.34
C 1.56 -0.36 -3.63
C 0.05 0.58 -2.28
C -2.52 0.52 -0.38
C -2.02 -0.80 1.61
C -0.36 1.32 -1.00
C 0.36 0.63 0.26
C -2.86 -0.69 4.10
N -1.77 1.38 -0.91
N -2.41 -0.57 0.50
N 1.87 0.92 0.19
O 1.30 0.21 -2.39
S -2.07 -1.77 2.93
I -0.34 1.50 2.18
H 0.13 -0.83 -5.26
H -1.66 0.26 -3.66
H 2.54 -0.85 -3.69
H -3.62 0.70 -0.56
H -0.04 2.30 -1.13
H -3.36 -1.09 4.99
H -3.62 -0.05 3.52
H -2.22 0.08 4.42
H 2.45 0.32 0.80
H 2.07 1.95 0.26
H 1.98 0.47 -0.81
*
```

---

Formula: C9H11LaO6
Source: OMol25
Level of theory: ωB97M-V/def2-TZVPD

Calculated values
Energy above the lowest of the compared OMol25 structures with the same formula, charge and spin ... 0.0 kcal per mole

The geometry in ORCA input format:
```
! RIJCOSX wB97M-V def2-TZVPD def2/J DEFGRID3
* xyz 2 1
O -0.05 4.10 -1.90
C -0.03 2.95 -1.99
La 0.04 0.04 -1.51
C 0.04 -2.45 -2.04
O 0.04 -3.60 -2.19
C -0.06 -0.57 -4.04
O -0.11 -0.99 -5.14
C 2.54 -0.02 -2.10
O 3.68 -0.06 -2.27
C -2.45 -0.03 -2.13
O -3.59 -0.08 -2.30
H 0.08 0.67 -3.70
C 1.40 -1.31 2.39
C 0.07 -1.22 1.68
O -0.02 0.00 0.87
C -0.11 1.24 1.66
C -1.40 1.30 2.45
H 2.25 -1.27 1.70
H 1.46 -2.26 2.93
H 1.51 -0.50 3.12
H -0.06 -2.04 0.96
H -0.77 -1.23 2.37
H 0.77 1.29 2.31
H -0.04 2.05 0.92
H -1.41 0.55 3.23
H -1.49 2.29 2.91
H -2.28 1.16 1.81
*
```